1.
C23H27CrN4O8S as an isolated structure at a distorted geometry. Source: OMol25; level of theory: ωB97M-V/def2-TZVPD.

Atoms and positions in Å:
Cr -0.259 0.133 0.493
O 3.361 0.694 2.135
C 2.195 0.534 1.834
O 1.705 0.436 0.655
C 1.120 0.395 2.910
C 1.244 0.661 4.265
C 0.108 0.563 5.062
C -1.109 0.223 4.481
C -1.148 -0.029 3.120
N -0.046 0.037 2.373
C -2.381 -0.320 2.264
O -3.452 -0.578 2.773
O -2.111 -0.285 1.012
H 2.202 0.957 4.664
H 0.162 0.768 6.120
H -2.023 0.170 5.049
C 6.802 1.802 0.601
C 5.685 2.641 0.069
C 4.921 3.408 0.944
C 3.809 4.093 0.493
C 3.475 4.030 -0.846
C 4.244 3.317 -1.744
C 5.351 2.627 -1.282
S 1.944 4.741 -1.408
O 1.148 5.127 -0.275
O 2.138 5.728 -2.430
N 1.317 3.375 -2.182
C -0.039 3.494 -2.673
C -1.091 3.373 -1.557
C -0.800 2.117 -0.770
O -0.667 2.153 0.475
O -0.618 1.014 -1.354
H 7.422 2.365 1.295
H 7.429 1.418 -0.200
H 6.373 0.961 1.145
H 5.187 3.441 1.988
H 3.172 4.654 1.160
H 3.946 3.290 -2.781
H 5.954 2.056 -1.973
H 1.436 2.565 -1.587
H -0.199 2.707 -3.419
H -0.111 4.470 -3.158
H -2.084 3.304 -2.003
H -1.032 4.226 -0.882
C 1.342 -2.325 -0.126
C 1.423 -3.782 -0.646
N 0.090 -4.334 -0.784
C -0.571 -4.328 0.505
C -0.651 -2.880 1.059
N -0.063 -1.943 0.085
C -0.799 -2.084 -1.184
C -0.673 -3.532 -1.718
H 1.780 -1.622 -0.836
H 1.870 -2.220 0.825
H 1.980 -4.417 0.045
H 1.918 -3.822 -1.618
H -0.010 -4.980 1.180
H -1.571 -4.748 0.379
H -0.098 -2.791 1.998
H -1.690 -2.592 1.233
H -0.389 -1.369 -1.898
H -1.841 -1.818 -0.989
H -0.166 -3.552 -2.684
H -1.653 -3.994 -1.848

The lowest unoccupied orbital energy (alpha / beta) comes out at -1.340 / -0.758 eV. The spin multiplicity is 2. The value obtained for the HOMO-LUMO gap (alpha / beta) is 7.6 / 8.2 eV. The molar mass is 571.6 g mol⁻¹. For the max |F|, the calculation gives 2.039 eV/Å.

=====

2.
C23H27N10RuS2 as an isolated structure at a distorted geometry. Source: OMol25; level of theory: ωB97M-V/def2-TZVPD.

Atoms and positions in Å:
Ru -5.051 -5.639 -17.104
C -3.367 -8.820 -20.426
C -4.882 -8.973 -20.789
N -5.596 -7.710 -20.648
C -6.012 -7.120 -19.549
S -5.710 -7.884 -17.972
N -6.544 -5.929 -19.647
N -6.837 -5.456 -18.394
C -7.985 -4.913 -18.141
C -9.096 -4.812 -19.120
C -8.120 -4.511 -16.696
C -9.359 -4.199 -16.115
C -9.420 -3.876 -14.742
C -8.215 -3.733 -14.038
C -7.036 -4.041 -14.704
N -6.985 -4.509 -15.953
H -2.831 -9.730 -20.561
H -3.314 -8.641 -19.351
H -2.899 -8.027 -20.988
H -5.296 -9.758 -20.158
H -5.005 -9.256 -21.808
H -5.780 -7.244 -21.520
H -8.807 -4.334 -20.058
H -9.910 -4.192 -18.701
H -9.494 -5.794 -19.402
H -10.295 -4.169 -16.673
H -10.370 -3.663 -14.272
H -8.130 -3.430 -12.992
H -6.053 -3.966 -14.253
C -4.956 -1.937 -19.600
C -3.957 -2.177 -20.555
C -3.072 -3.220 -20.291
C -3.257 -4.028 -19.212
N -4.299 -3.865 -18.348
C -5.111 -2.796 -18.530
C -2.411 -5.191 -18.926
C -1.122 -5.296 -19.426
C -0.362 -6.355 -19.030
C -0.915 -7.320 -18.182
C -2.199 -7.131 -17.767
N -2.921 -6.073 -18.083
H -5.650 -1.129 -19.672
H -3.813 -1.485 -21.380
H -2.290 -3.399 -21.013
H -5.921 -2.711 -17.795
H -0.717 -4.448 -19.963
H 0.677 -6.455 -19.320
H -0.381 -8.221 -17.868
H -2.707 -7.856 -17.126
C -4.519 -9.610 -12.858
C -3.906 -8.267 -13.129
N -2.952 -7.742 -12.477
N -2.661 -6.585 -13.102
C -3.493 -6.309 -14.120
S -3.468 -4.993 -15.218
N -4.341 -7.361 -14.127
N -5.367 -7.509 -15.048
H -4.218 -9.963 -11.870
H -4.185 -10.279 -13.646
H -5.587 -9.645 -12.918
H -1.904 -6.021 -12.779
H -6.233 -7.573 -14.612
H -5.236 -8.365 -15.571

The lowest unoccupied orbital energy (alpha / beta) comes out at -5.610 / -7.278 eV. The spin multiplicity is 6. The value obtained for the HOMO-LUMO gap (alpha / beta) is 7.8 / 6.3 eV. Its total charge is +2. The molar mass is 608.7 g mol⁻¹. For the max |F|, the calculation gives 2.305 eV/Å.

=====

3.
C23H27N3O6S in the gas phase at a distorted geometry. Source: OMol25; level of theory: ωB97M-V/def2-TZVPD.

Atoms and positions in Å:
C 0.893 -4.626 -6.925
C 0.754 -4.481 -5.418
O 0.974 -3.121 -5.097
C 0.913 -2.730 -3.798
C 1.154 -1.374 -3.558
C 1.107 -0.864 -2.279
C 0.826 -1.707 -1.206
C 0.590 -3.055 -1.436
C 0.627 -3.566 -2.722
H 0.438 -4.617 -2.870
H 0.363 -3.696 -0.600
N 0.773 -1.228 0.120
S -0.721 -1.164 0.849
O -1.290 -2.479 0.812
O -0.520 -0.551 2.133
C -1.761 -0.141 -0.152
C -2.391 -0.529 -1.309
O -3.143 0.485 -1.746
N -3.040 1.532 -0.890
C -2.226 1.188 0.070
C -1.909 2.095 1.194
H -2.788 2.676 1.457
H -1.126 2.787 0.888
H -1.561 1.515 2.045
C -2.404 -1.800 -2.063
H -2.163 -2.615 -1.385
H -1.669 -1.775 -2.867
H -3.389 -1.947 -2.501
C 1.801 -0.341 0.616
C 1.382 1.133 0.630
O 1.082 1.726 -0.388
N 1.422 1.676 1.866
C 1.083 2.983 2.241
C 1.155 4.075 1.393
C 0.790 5.331 1.854
C 0.359 5.496 3.156
C 0.290 4.411 4.018
C 0.656 3.152 3.572
O 0.644 2.015 4.327
C -0.233 1.930 5.436
C -0.447 0.450 5.720
H 0.483 -0.006 6.047
H -1.198 0.323 6.494
H -0.774 -0.049 4.810
H -1.186 2.414 5.192
H 0.208 2.435 6.307
H -0.044 4.552 5.034
H 0.072 6.473 3.514
H 0.843 6.178 1.188
H 1.475 3.933 0.374
H 1.414 1.040 2.654
H 2.674 -0.444 -0.035
H 2.064 -0.671 1.625
H 1.280 0.187 -2.103
H 1.372 -0.737 -4.401
H -0.252 -4.786 -5.099
H 1.493 -5.113 -4.906
H 1.888 -4.319 -7.237
H 0.731 -5.660 -7.214
H 0.165 -3.996 -7.427

The lowest unoccupied orbital energy comes out at 0.693 eV. The spin multiplicity is 1. The value obtained for the HOMO-LUMO gap is 9.1 eV. As for the structure (SMILES): CCOc1ccc(N(CC(=O)Nc2ccccc2OCC)S(=O)(=O)c2c(C)noc2C)cc1. The molar mass is 473.6 g mol⁻¹. For the max |F|, the calculation gives 1.389 eV/Å.

=====

4.
An isolated ion of composition C23H27N4 and charge +1 at a distorted geometry. Source: OMol25; level of theory: ωB97M-V/def2-TZVPD.

Atoms and positions in Å:
C 4.636 -0.784 0.530
N 3.213 -1.048 0.478
C 2.276 -0.059 0.373
C 0.980 -0.538 0.468
C -0.261 0.447 0.488
C -1.554 -0.373 0.594
C -1.760 -1.494 -0.219
C -2.939 -2.234 -0.122
C -3.930 -1.880 0.794
C -5.096 -2.813 0.973
C -3.777 -0.704 1.538
C -2.580 0.013 1.472
C 1.156 -1.984 0.816
C 0.413 -3.079 1.292
C 1.057 -4.258 1.758
C 2.455 -4.399 1.768
C 3.234 -3.383 1.199
C 2.573 -2.247 0.748
H 5.196 -1.719 0.450
H 4.905 -0.099 -0.290
H 4.930 -0.283 1.471
H 2.610 0.955 0.240
H -0.101 0.963 1.478
H -0.988 -1.805 -0.924
H -3.083 -3.110 -0.765
H -5.780 -2.454 1.744
H -5.668 -2.933 0.045
H -4.751 -3.815 1.263
H -4.590 -0.352 2.179
H -2.446 0.909 2.090
H -0.676 -3.025 1.334
H 0.450 -5.084 2.151
H 2.931 -5.282 2.205
H 4.323 -3.452 1.132
C -1.841 3.771 -1.084
C -1.740 2.495 -0.253
N -0.517 1.649 -0.420
C 0.418 2.136 -1.262
N 0.414 3.373 -1.780
C -0.521 4.412 -1.436
C 1.637 3.646 -2.500
C 2.337 2.304 -2.531
N 1.489 1.467 -1.727
H -2.415 3.613 -2.001
H -2.418 4.484 -0.485
H -1.810 2.821 0.789
H -2.651 1.932 -0.465
H -0.593 5.093 -2.294
H -0.153 4.996 -0.580
H 1.434 4.013 -3.514
H 2.197 4.427 -1.967
H 2.427 1.901 -3.544
H 3.336 2.400 -2.093
H 1.612 0.471 -1.604

The lowest unoccupied orbital energy comes out at -2.322 eV. The spin multiplicity is 1. The value obtained for the HOMO-LUMO gap is 8.1 eV. As for the structure (SMILES): Cc1ccc([C@@H](c2cn(C)c3ccccc23)N2CCCN3CC[NH+]=C32)cc1. Its total charge is +1. The molar mass is 359.5 g mol⁻¹. For the max |F|, the calculation gives 2.552 eV/Å.